w.
Density functional theory data (wB97M-V/def2-TZVPD) for the molecule C4H6F2O.

Calculated values
**HOMO**: -10.19 eV
**SMILES string**: C=CC(F)(F)OC

```
! RIJCOSX wB97M-V def2-TZVPD def2/J DEFGRID3
* xyz 0 1
C 2.521 -0.024 0.142
C 1.336 0.466 0.011
C -2.342 0.183 -0.103
C 0.145 -0.419 -0.058
O -1.059 0.466 -0.613
F 0.263 -1.441 -0.918
F -0.259 -0.884 1.136
H 3.460 0.502 0.090
H 2.678 -1.100 0.038
H 1.124 1.520 0.065
H -3.053 -0.252 -0.791
H -2.680 1.288 0.110
H -2.135 -0.305 0.891
*
```

Atom charges from the natural (NBO) analysis, given in e for atoms 1 to 6:
1. C -0.321
2. C -0.289
3. C -0.270
4. C 0.897
5. O -0.579
6. F -0.320



x.
Density functional theory data (wB97M-V/def2-TZVPD) for C4H6F2O as an isolated structure.

Calculated values
**HOMO**: -10.29 eV

```
! RIJCOSX wB97M-V def2-TZVPD def2/J DEFGRID3
* xyz 0 1
C -0.160 2.554 -0.634
C -0.631 1.383 -0.946
C -0.028 -2.213 0.797
C 0.185 -0.071 0.024
O -0.581 -1.140 0.050
F 1.400 -0.216 -0.590
F 0.585 0.413 1.257
H -0.377 3.245 -1.370
H 0.333 2.607 0.338
H -1.041 0.879 -1.800
H 0.749 -1.920 1.593
H 0.394 -2.802 0.080
H -0.827 -2.719 1.200
*
```

Atom charges from the natural (NBO) analysis, given in e for atoms 1 to 6:
1. C -0.433
2. C -0.187
3. C -0.263
4. C 0.899
5. O -0.516
6. F -0.365



Most favorable structure: w. The second most favorable one is 89.7 kJ/mol above it.



w.
Density functional theory data (wB97M-V/def2-TZVPD) for C18H35Cl2InN2O2P2 as an isolated structure.

Calculated values
**HOMO**: -13.48 eV

```
! RIJCOSX wB97M-V def2-TZVPD def2/J DEFGRID3
* xyz 2 1
C 1.245 -0.006 -7.045
C 0.814 0.000 -5.631
H 2.332 0.068 -7.160
H 0.777 0.844 -7.559
H 0.898 -0.937 -7.517
O 1.484 0.087 -4.608
Cl -1.011 -0.145 -5.501
In -0.506 -0.120 -2.801
P -0.086 2.351 -2.202
C 1.137 3.030 -1.037
C 0.192 3.267 -3.754
H 0.010 4.334 -3.565
H -1.707 4.110 -1.863
H -0.487 2.911 -4.539
H -2.498 2.510 -2.082
H 2.143 2.745 -1.369
H 1.225 3.118 -4.093
C -1.669 3.043 -1.606
H 1.057 4.126 -1.026
H -1.741 2.913 -0.521
H 0.977 2.647 -0.022
P 0.162 -2.487 -2.008
C 1.461 -2.902 -0.803
C -1.316 -3.301 -1.313
H -0.054 -3.211 -4.317
H 0.278 -4.578 -3.204
H 1.604 -3.466 -3.699
C 0.536 -3.538 -3.451
H -2.212 -2.926 -1.819
H -1.218 -4.384 -1.469
H 1.463 -3.988 -0.622
H 1.273 -2.375 0.142
H -1.395 -3.080 -0.242
H 2.439 -2.595 -1.197
Cl -2.902 -0.300 -2.888
C 2.638 0.995 5.623
C 1.136 0.998 5.784
N 0.379 0.403 4.657
C 0.219 -1.072 4.697
C -1.092 -1.538 5.314
C 0.385 1.083 3.454
O 1.085 2.072 3.238
C -0.616 0.596 2.432
C -1.965 0.401 2.771
C -2.828 -0.018 1.770
C -2.310 -0.186 0.475
N -1.034 0.028 0.142
C -0.193 0.427 1.110
H 3.020 -0.022 5.471
H 3.096 1.401 6.530
H 2.927 1.625 4.775
H 0.841 0.419 6.664
H 0.784 2.031 5.884
H 0.309 -1.455 3.672
H 1.064 -1.460 5.284
H -1.820 -1.783 4.532
H -0.909 -2.441 5.899
H -1.523 -0.771 5.969
H -2.294 0.591 3.795
H -3.886 -0.214 1.947
H -2.973 -0.498 -0.327
H 0.849 0.622 0.829
*
```

Atom charges from the natural (NBO) analysis, given in e for atoms 1 to 6:
1. C -0.746
2. C 0.622
3. H 0.280
4. H 0.289
5. H 0.288
6. O -0.521



x.
Density functional theory data (wB97M-V/def2-TZVPD) for C18H35Cl2InN2O2P2 as an isolated structure.

Calculated values
**HOMO**: -13.11 eV

```
! RIJCOSX wB97M-V def2-TZVPD def2/J DEFGRID3
* xyz 2 1
C -1.874 5.277 -3.812
C -2.119 4.243 -2.856
H -2.761 5.873 -4.105
H -1.430 4.821 -4.710
H -1.094 5.954 -3.434
O -2.551 3.537 -2.035
Cl 2.662 4.032 -3.740
In 0.998 2.862 -2.579
P -0.367 0.439 -3.127
C -1.731 -0.548 -2.387
C -1.089 0.803 -4.766
H -1.117 -0.111 -5.375
H 0.569 -1.391 -4.488
H -0.468 1.553 -5.274
H 1.828 -0.431 -3.623
H -2.495 0.129 -1.986
H -2.107 1.204 -4.665
C 0.834 -0.894 -3.544
H -2.206 -1.196 -3.141
H 0.887 -1.635 -2.734
H -1.381 -1.187 -1.565
P 0.682 3.119 0.139
C -0.608 2.412 1.232
C 2.225 2.845 1.102
H 0.740 5.444 -0.520
H 1.020 5.269 1.229
H -0.636 5.142 0.565
C 0.420 4.911 0.382
H 3.065 2.791 0.400
H 2.390 3.671 1.806
H -0.479 2.748 2.273
H -0.580 1.318 1.221
H 2.191 1.898 1.654
H -1.595 2.733 0.881
Cl 3.009 1.248 -2.153
C -2.756 -4.331 3.471
C -1.358 -4.788 3.138
N -0.450 -3.692 2.737
C 0.136 -2.891 3.843
C 1.496 -3.402 4.289
C -0.617 -3.154 1.487
O -1.532 -3.475 0.726
C 0.468 -2.220 1.054
C 1.803 -2.639 1.077
C 2.776 -1.783 0.585
C 2.350 -0.540 0.119
N 1.081 -0.134 0.080
C 0.138 -0.962 0.533
H -2.748 -3.584 4.278
H -3.347 -5.195 3.797
H -3.227 -3.901 2.577
H -0.884 -5.262 3.998
H -1.385 -5.490 2.303
H 0.213 -1.844 3.517
H -0.576 -2.934 4.680
H 2.301 -2.886 3.752
H 1.625 -3.204 5.360
H 1.591 -4.483 4.114
H 2.052 -3.619 1.485
H 3.837 -2.022 0.540
H 3.079 0.159 -0.314
H -0.895 -0.605 0.507
*
```

Atom charges from the Mulliken analysis, given in e for atoms 1 to 6:
1. C -0.825
2. C 0.764
3. H 0.387
4. H 0.338
5. H 0.344
6. O -0.067



Most favorable structure: w. The second most favorable one is 418.1 kJ/mol above it.



w.
Density functional theory data (wB97M-V/def2-TZVPD) for the molecule C3H4N2OS2.

Calculated values
**HOMO**: -9.28 eV
**SMILES string**: [H]/N=C(/C=S)NSC=O

```
! RIJCOSX wB97M-V def2-TZVPD def2/J DEFGRID3
* xyz 0 1
C 0.725 0.203 -1.049
C -0.833 -1.222 2.257
C 0.381 1.431 -1.695
H 2.144 -0.685 0.115
H -1.466 0.108 -0.500
H -1.129 -1.848 3.089
H 1.262 1.796 -2.414
N 1.921 0.086 -0.716
N -0.519 -0.380 -0.288
O -1.054 0.015 2.346
S -0.440 -1.849 0.607
S -0.992 2.344 -1.752
*
```

Atom charges from the natural (NBO) analysis, given in e for atoms 1 to 6:
1. C 0.329
2. C 0.187
3. C -0.310
4. H 0.373
5. H 0.442
6. H 0.173



x.
Density functional theory data (wB97M-V/def2-TZVPD) for the molecule C3H4N2OS2.

Calculated values
**HOMO**: -7.48 eV
**SMILES string**: Oc1[nH]c(=S)[nH]c1S

```
! RIJCOSX wB97M-V def2-TZVPD def2/J DEFGRID3
* xyz 0 1
C 0.497 0.156 0.951
C -1.364 -0.543 -0.036
C 0.733 0.559 -0.353
H 2.079 0.939 1.766
H -0.995 -0.805 2.084
H -0.613 0.079 -2.069
H 1.550 2.543 -1.031
N -0.716 -0.444 1.122
N -0.518 0.087 -1.015
O 1.269 0.397 2.008
S -2.406 -1.718 -0.567
S 2.235 1.439 -0.742
*
```

Atom charges from the natural (NBO) analysis, given in e for atoms 1 to 6:
1. C 0.440
2. C 0.230
3. C -0.188
4. H 0.514
5. H 0.455
6. H 0.446



Most favorable structure: x. The second most favorable one is 216.2 kJ/mol above it.



w.
Density functional theory data (wB97M-V/def2-TZVPD) for the molecule C17H22N2O2.

Calculated values
**HOMO**: -8.73 eV
**SMILES string**: Cc1cc(C(=O)NCCCOC(C)C)c2ccccc2n1

```
! RIJCOSX wB97M-V def2-TZVPD def2/J DEFGRID3
* xyz 0 1
C 2.253 3.808 0.969
C 2.418 2.406 0.472
N 3.537 2.105 -0.128
C 3.721 0.857 -0.601
C 4.939 0.561 -1.247
C 5.167 -0.690 -1.748
C 4.195 -1.694 -1.627
C 3.005 -1.442 -1.001
C 2.736 -0.163 -0.476
C 1.534 0.180 0.198
C 1.384 1.463 0.663
H 0.473 1.774 1.157
C 0.426 -0.815 0.363
O -0.007 -1.489 -0.550
N -0.045 -0.882 1.629
H 0.361 -0.287 2.335
C -1.193 -1.671 2.008
C -2.361 -0.792 2.460
C -2.916 0.018 1.291
O -3.488 -0.886 0.380
C -3.903 -0.335 -0.859
C -4.686 -1.439 -1.562
H -4.018 -2.265 -1.789
H -5.123 -1.066 -2.484
H -5.478 -1.802 -0.912
C -2.722 0.124 -1.720
H -3.050 0.263 -2.747
H -2.309 1.066 -1.367
H -1.940 -0.632 -1.696
H -4.571 0.524 -0.663
H -2.104 0.590 0.822
H -3.677 0.735 1.645
H -2.041 -0.114 3.254
H -3.153 -1.434 2.844
H -1.493 -2.239 1.125
H -0.912 -2.362 2.810
H 2.251 -2.210 -0.918
H 4.393 -2.675 -2.033
H 6.100 -0.914 -2.244
H 5.669 1.350 -1.329
H 1.393 4.277 0.492
H 3.146 4.382 0.741
H 2.087 3.813 2.045
*
```

Atom charges from the natural (NBO) analysis, given in e for atoms 1 to 6:
1. C -0.647
2. C 0.247
3. N -0.420
4. C 0.144
5. C -0.201
6. C -0.196



x.
Density functional theory data (wB97M-V/def2-TZVPD) for the molecule C17H22N2O2.

Calculated values
**HOMO**: -8.45 eV
**SMILES string**: O[C@@H](COC[C@@H]1CC=CCC1)Cn1cnc2ccccc21

```
! RIJCOSX wB97M-V def2-TZVPD def2/J DEFGRID3
* xyz 0 1
N 0.052 -1.561 -2.269
O 0.157 1.616 2.136
O 2.090 3.163 0.474
C -0.127 -0.463 -1.603
C -4.215 -1.116 1.497
C -4.279 0.137 2.085
C 3.245 -1.769 -4.244
C 3.780 -0.548 -3.857
C 2.119 -2.292 -3.620
C 3.217 0.174 -2.782
C 1.378 -1.480 -2.747
C 1.930 -0.297 -2.310
N 0.993 0.440 -1.713
C 1.235 0.999 1.397
C -0.527 0.591 2.944
C -2.948 -1.828 1.339
C -3.074 0.900 2.601
C 1.233 1.772 -1.082
C -1.794 -1.366 2.296
C 2.008 1.763 0.237
C -1.805 0.090 2.145
H 2.612 3.703 -0.244
H -1.069 -0.258 -1.047
H -5.117 -1.305 0.887
H -5.247 0.619 2.038
H 3.637 -2.214 -5.143
H 4.555 -0.082 -4.487
H 1.724 -3.283 -3.984
H 3.605 1.165 -2.640
H 1.961 0.734 2.127
H 0.876 0.096 1.020
H -0.916 0.866 3.924
H 0.214 -0.225 3.162
H -2.632 -1.531 0.378
H -3.161 -2.858 1.182
H -3.049 0.989 3.701
H -3.066 1.952 2.214
H 0.177 2.141 -0.783
H 1.748 2.391 -1.855
H -0.893 -1.892 2.073
H -1.933 -1.623 3.318
H 2.924 1.329 0.144
H -1.618 0.363 1.090
*
```

Atom charges from the natural (NBO) analysis, given in e for atoms 1 to 6:
1. N -0.438
2. O -0.544
3. O -0.718
4. C 0.200
5. C -0.184
6. C -0.196



Most favorable structure: w. The second most favorable one is 427.4 kJ/mol above it.